2 unconnected molecules or ions with the total composition C2H3N2O3 at a distorted geometry. Source: the OMol25 dataset; level of theory: ωB97M-V with the def2-TZVPD basis set.

ΔE to the lowest compared entry with this formula, charge and spin   4.2157 eV
Kohn-Sham gap   6.92 eV
M   103.1 Da
Calculated total energy   -413.16622 hartree
E_HOMO   -3.151 eV
Net charge   -1
LUMO   3.8 eV

Atoms and positions in Å:
C: 0.125 1.168 -0.003
C: 1.382 0.842 -0.214
N: -0.919 0.272 -0.188
N: -2.201 0.689 -0.167
O: -3.098 -0.168 -0.163
O: 0.824 -2.050 -0.168
O: 2.574 0.705 -0.221
H: -0.164 2.109 0.401
H: 1.362 -2.252 0.647
H: 0.116 -1.313 0.077



A single C4H8O2 molecule. Source: the OMol25 dataset; level of theory: ωB97M-V with the def2-TZVPD basis set.

ΔE to the lowest compared entry with this formula, charge and spin   1.8414 eV
SMILES string   COCC(C)=O
Kohn-Sham gap   10.61 eV
M   88.1 Da
Calculated total energy   -307.64476 hartree
E_HOMO   -9.678 eV
LUMO   0.9 eV

Atoms and positions in Å:
C: 0.150 -1.178 -1.173
O: -0.755 -0.086 -1.290
C: -0.219 1.095 -0.723
C: 0.515 0.650 0.538
C: -0.368 0.051 1.600
O: 1.723 0.690 0.644
H: 0.976 -0.963 -0.476
H: 0.639 -1.398 -2.123
H: -0.397 -2.046 -0.797
H: 0.475 1.616 -1.396
H: -1.056 1.759 -0.476
H: -1.323 -0.305 1.207
H: -0.562 0.858 2.311
H: 0.149 -0.757 2.120



A single C4H3N molecule at a distorted geometry. Source: the OMol25 dataset; level of theory: ωB97M-V with the def2-TZVPD basis set.

ΔE to the lowest compared entry with this formula, charge and spin   4.1521 eV
SMILES string   C1=CC=CN=1
Kohn-Sham gap (spin up / spin down)   7.10 / 7.60 eV
M   65.1 Da
Calculated total energy   -208.74922 hartree
E_HOMO (spin up / spin down)   -9.033 / -9.052 eV
LUMO (spin up / spin down)   -1.9 / -1.5 eV

Atoms and positions in Å:
C: -0.949 1.137 0.434
C: -0.474 -0.016 1.075
C: 0.509 -0.546 0.170
C: 0.306 0.135 -1.147
N: -0.527 1.008 -0.698
H: -0.343 -0.280 2.062
H: 1.305 -1.171 0.311
H: 0.174 -0.267 -2.206



A molecular structure, C40H76F3HfO20 at a distorted geometry. Source: the OMol25 dataset; level of theory: ωB97M-V with the def2-TZVPD basis set.

Kohn-Sham gap (spin up / spin down)   2.59 / 2.19 eV
M   1112.5 Da
Calculated total energy   -3421.17832 hartree
E_HOMO (spin up / spin down)   -12.241 / -12.241 eV
Net charge   +2
2S+1   2
LUMO (spin up / spin down)   -9.6 / -10.1 eV

Atoms and positions in Å:
Hf: -20.319 -36.890 -25.097
C: -19.435 -35.207 -21.869
O: -18.684 -36.332 -21.388
O: -19.765 -35.546 -23.186
C: -20.570 -34.926 -20.813
F: -21.464 -35.923 -20.800
F: -20.118 -34.665 -19.532
F: -21.352 -33.908 -21.142
C: -17.678 -36.117 -20.408
C: -16.365 -35.334 -20.697
H: -16.613 -34.294 -20.909
H: -15.707 -35.353 -19.829
H: -15.807 -35.699 -21.559
H: -17.446 -37.127 -20.071
H: -18.061 -35.789 -19.441
H: -18.795 -34.327 -21.800
C: -16.464 -33.469 -17.444
O: -16.793 -32.559 -18.487
C: -18.180 -32.525 -18.775
C: -18.829 -31.193 -18.510
O: -18.935 -30.377 -19.678
C: -19.995 -30.802 -20.517
H: -15.397 -33.680 -17.371
H: -16.835 -34.484 -17.584
H: -16.790 -33.094 -16.474
H: -18.635 -33.237 -18.087
H: -18.500 -32.930 -19.736
H: -18.244 -30.593 -17.814
H: -19.804 -31.185 -18.024
H: -20.948 -31.114 -20.091
H: -19.630 -31.629 -21.125
H: -20.197 -30.060 -21.289
C: -24.935 -30.878 -14.119
O: -24.754 -31.509 -15.366
C: -25.818 -31.400 -16.247
C: -25.619 -32.217 -17.470
O: -24.386 -31.817 -18.135
C: -23.680 -32.959 -18.600
H: -25.183 -29.827 -14.272
H: -24.046 -30.800 -13.494
H: -25.718 -31.377 -13.548
H: -25.903 -30.366 -16.580
H: -26.812 -31.534 -15.820
H: -26.395 -32.144 -18.232
H: -25.486 -33.216 -17.055
H: -22.709 -32.617 -18.957
H: -24.172 -33.423 -19.456
H: -23.434 -33.728 -17.868
C: -15.154 -38.646 -20.516
O: -14.838 -39.281 -19.284
C: -15.384 -38.611 -18.180
C: -15.212 -39.454 -16.830
O: -15.487 -38.719 -15.666
C: -15.419 -39.464 -14.440
H: -14.660 -37.677 -20.584
H: -16.228 -38.683 -20.699
H: -14.732 -39.276 -21.299
H: -16.415 -38.335 -18.400
H: -14.846 -37.675 -18.032
H: -14.253 -39.960 -16.726
H: -15.914 -40.283 -16.917
H: -15.007 -38.701 -13.779
H: -14.671 -40.255 -14.488
H: -16.397 -39.715 -14.029
C: -17.939 -36.492 -15.963
O: -18.812 -35.404 -15.946
C: -20.116 -35.689 -16.381
C: -21.023 -34.443 -16.256
O: -21.005 -33.936 -14.939
C: -21.981 -32.957 -14.709
H: -18.101 -37.378 -15.350
H: -16.989 -36.060 -15.646
H: -17.739 -36.765 -16.999
H: -20.553 -36.550 -15.876
H: -19.992 -35.945 -17.433
H: -22.026 -34.658 -16.622
H: -20.644 -33.665 -16.918
H: -23.034 -33.238 -14.713
H: -21.899 -32.159 -15.448
H: -21.784 -32.494 -13.741
O: -18.541 -40.965 -17.361
C: -19.071 -40.249 -18.279
O: -19.956 -39.296 -18.066
C: -20.503 -38.706 -19.308
C: -20.052 -39.689 -20.355
C: -18.886 -40.456 -19.770
H: -19.975 -37.756 -19.396
H: -21.587 -38.591 -19.291
H: -19.884 -39.206 -21.318
H: -20.873 -40.352 -20.632
H: -17.885 -40.159 -20.084
H: -19.042 -41.525 -19.916
O: -22.344 -35.820 -24.184
C: -23.467 -35.454 -23.813
O: -23.752 -35.229 -22.522
C: -25.107 -34.867 -22.273
C: -25.608 -34.520 -23.704
C: -24.769 -35.297 -24.632
H: -25.265 -33.989 -21.646
H: -25.690 -35.631 -21.758
H: -25.506 -33.438 -23.781
H: -26.677 -34.731 -23.692
H: -24.628 -34.858 -25.620
H: -25.047 -36.323 -24.877
O: -21.514 -28.649 -23.223
C: -21.982 -29.697 -23.689
O: -21.758 -30.804 -23.129
C: -22.513 -31.873 -23.681
C: -23.691 -31.135 -24.446
C: -22.958 -29.861 -24.847
H: -22.994 -32.462 -22.900
H: -21.910 -32.495 -24.343
H: -24.503 -30.854 -23.775
H: -24.189 -31.649 -25.268
H: -23.555 -28.952 -24.919
H: -22.379 -29.958 -25.765
O: -13.795 -32.867 -22.933
C: -14.647 -32.239 -22.354
O: -15.822 -31.972 -22.929
C: -16.542 -31.008 -22.202
C: -15.455 -30.406 -21.314
C: -14.570 -31.596 -21.046
H: -17.245 -31.512 -21.540
H: -17.090 -30.326 -22.852
H: -15.941 -30.119 -20.381
H: -14.799 -29.599 -21.640
H: -14.970 -32.323 -20.339
H: -13.519 -31.415 -20.822
O: -18.181 -35.914 -25.584
C: -17.202 -35.184 -25.693
O: -17.256 -33.944 -26.217
C: -15.981 -33.317 -26.271
C: -15.002 -34.370 -25.877
C: -15.868 -35.430 -25.187
H: -15.906 -32.379 -25.721
H: -15.740 -32.993 -27.284
H: -14.242 -33.968 -25.207
H: -14.506 -34.872 -26.708
H: -15.877 -35.316 -24.103
H: -15.509 -36.458 -25.252



5 unconnected molecules or ions with the total composition C5H18NO6 at a distorted geometry. Source: the OMol25 dataset; level of theory: ωB97M-V with the def2-TZVPD basis set.

ΔE to the lowest compared entry with this formula, charge and spin   1.2907 eV
Kohn-Sham gap   8.78 eV
M   188.2 Da
Calculated total energy   -707.58934 hartree
E_HOMO   -5.553 eV
Net charge   -1
LUMO   3.2 eV

Atoms and positions in Å:
O: 0.498 -2.275 1.375
C: -0.332 -1.968 0.477
O: -0.464 -2.543 -0.620
C: -1.283 -0.791 0.759
C: -0.530 0.459 1.223
C: 0.666 0.739 0.346
C: 1.231 1.810 -1.759
N: 0.476 1.871 -0.546
H: -2.120 -1.067 1.395
H: -1.745 -0.479 -0.181
H: -0.226 0.237 2.249
H: -1.158 1.350 1.335
H: 0.886 -0.121 -0.324
H: 1.617 0.777 0.874
H: 2.299 2.001 -1.591
H: 1.226 0.825 -2.227
H: 0.944 2.623 -2.429
H: -0.502 2.086 -0.682
H: -3.087 1.377 -2.771
H: -1.724 0.824 -2.957
O: -2.168 1.677 -2.769
H: -1.349 -1.665 -1.983
H: -0.616 -0.388 -2.159
O: -1.212 -0.965 -2.656
H: 2.616 -0.750 2.182
H: 3.337 -0.346 0.900
O: 3.353 -0.211 1.852
H: -0.918 -1.467 3.707
H: 0.293 -1.930 3.029
O: -0.008 -1.687 3.950



Question: Number 3 is which compound?
Answer: C4H3N